{
  "formula": "C44H61N3O4P3Ti",
  "method": "the ωB97M-V functional and the def2-TZVPD basis",
  "species": ["Ti", "C", "C", "C", "P", "C", "C", "C", "C", "C", "C", "C", "C", "C", "C", "N", "C", "C", "C", "C", "C", "C", "C", "P", "C", "C", "C", "C", "C", "C", "H", "H", "H", "H", "H", "H", "H", "H", "H", "H", "H", "H", "H", "H", "H", "H", "H", "H", "H", "H", "H", "H", "H", "H", "H", "H", "H", "H", "H", "H", "H", "H", "H", "H", "H", "H", "H", "H", "H", "H", "C", "O", "C", "C", "C", "C", "C", "C", "N", "N", "C", "O", "C", "C", "C", "C", "C", "C", "C", "O", "H", "H", "H", "H", "H", "H", "H", "H", "H", "H", "H", "H", "C", "P", "C", "C", "O", "H", "H", "H", "H", "H", "H", "H", "H", "H"],
  "xyz": [[0.3230, -0.0196, -0.2342], [2.1495, -3.3835, 1.8972], [0.7437, -3.5292, 1.2958], [0.2999, -4.9859, 1.2572], [0.5584, -2.5855, -0.2945], [1.3158, -3.6739, -1.5911], [0.8185, -3.3743, -3.0068], [2.8427, -3.5074, -1.5442], [-1.2535, -2.7625, -0.5059], [-1.8985, -3.8428, -1.0945], [-3.2842, -3.9717, -1.0817], [-3.9719, -5.1322, -1.7612], [-4.0053, -2.9874, -0.4137], [-3.3889, -1.9013, 0.1903], [-1.9973, -1.7405, 0.1288], [-1.2798, -0.7280, 0.7448], [-1.9180, 0.2694, 1.5344], [-2.8800, 1.1118, 0.9825], [-3.4852, 2.1182, 1.7144], [-3.1682, 2.3068, 3.0494], [-3.8499, 3.3643, 3.8856], [-2.2176, 1.4622, 3.6154], [-1.5681, 0.4495, 2.9062], [-0.3943, -0.7545, 3.7024], [-1.6075, -1.7229, 4.7755], [-2.7443, -2.2244, 3.8789], [-2.1795, -1.0865, 6.0409], [0.6990, 0.2183, 4.8638], [1.5628, -0.8208, 5.5935], [0.2534, 1.3204, 5.8284], [2.1175, -3.5809, 2.9725], [2.8469, -4.0961, 1.4530], [2.5387, -2.3737, 1.7522], [0.0615, -2.9727, 1.9390], [0.9655, -5.5994, 0.6414], [0.3300, -5.3935, 2.2726], [-0.7192, -5.0914, 0.8841], [1.0566, -4.7018, -1.3341], [1.2706, -2.4602, -3.3882], [1.1040, -4.1902, -3.6775], [-0.2645, -3.2536, -3.0577], [3.3072, -4.0801, -2.3530], [3.1115, -2.4565, -1.6766], [3.2717, -3.8495, -0.6022], [-1.3077, -4.6226, -1.5676], [-3.3116, -6.0000, -1.8206], [-4.8759, -5.4270, -1.2240], [-4.2670, -4.8761, -2.7840], [-5.0864, -3.0829, -0.3474], [-3.9880, -1.1792, 0.7292], [-3.1364, 0.9799, -0.0633], [-4.2281, 2.7563, 1.2429], [-4.5014, 3.9900, 3.2726], [-4.4628, 2.9066, 4.6664], [-3.1224, 4.0119, 4.3789], [-2.0129, 1.5831, 4.6693], [-1.0213, -2.5991, 5.0740], [-3.4222, -1.4053, 3.6196], [-2.3726, -2.6524, 2.9428], [-3.3275, -2.9942, 4.3951], [-2.6527, -0.1237, 5.8287], [-2.9480, -1.7434, 6.4653], [-1.4154, -0.9445, 6.8058], [1.3494, 0.7075, 4.1341], [2.3925, -0.3260, 6.1063], [0.9855, -1.3740, 6.3421], [1.9868, -1.5408, 4.8881], [1.1354, 1.6712, 6.3769], [-0.1434, 2.1870, 5.3017], [-0.4768, 0.9877, 6.5642], [-2.6588, -0.8327, -3.1926], [-1.9893, -0.0858, -4.2194], [-0.6267, -0.0866, -4.2931], [-0.0995, -0.0542, -5.5719], [1.2751, 0.0401, -5.7763], [2.1200, 0.1327, -4.6912], [1.6148, 0.1103, -3.3852], [2.5147, 0.3532, -2.2792], [2.1113, 0.4315, -1.0434], [2.9933, 1.0402, -0.1503], [2.4263, 1.1239, 1.0182], [1.2937, 0.5361, 1.2703], [3.0320, 2.0381, 2.0125], [4.4052, 2.1064, 2.2083], [4.9276, 2.9883, 3.1452], [4.0839, 3.8111, 3.8800], [2.7115, 3.7643, 3.6637], [2.1866, 2.8779, 2.7340], [0.2222, -0.0469, -3.1765], [-0.2478, -0.1605, -1.9383], [-2.2543, -1.8409, -3.0996], [-3.6983, -0.8914, -3.5034], [-2.5942, -0.3495, -2.2248], [-0.7904, -0.0994, -6.4053], [1.6736, 0.0480, -6.7840], [3.1914, 0.2350, -4.8340], [3.5485, 0.6083, -2.4850], [5.0527, 1.4620, 1.6248], [5.9993, 3.0341, 3.2995], [4.4947, 4.4868, 4.6212], [2.0477, 4.4126, 4.2241], [1.1161, 2.8229, 2.5552], [-1.8069, 3.0052, -2.3331], [-0.4974, 3.1737, -1.1260], [-0.8981, 4.5907, -0.1027], [1.0158, 3.5499, -2.0038], [-0.3587, 1.9654, -0.2388], [-1.8416, 3.8679, -3.0018], [-2.7570, 2.9180, -1.8011], [-1.6414, 2.0987, -2.9191], [-1.2321, 5.4458, -0.6961], [-0.0133, 4.8645, 0.4747], [-1.6876, 4.2768, 0.5849], [0.9370, 4.4958, -2.5441], [1.2323, 2.7408, -2.7009], [1.8203, 3.6008, -1.2666]],
  "lowdin_charge": [0.82, -0.12, -0.52, -0.10, 1.11, -0.51, -0.09, -0.10, -0.30, -0.08, -0.29, -0.06, -0.04, -0.03, -0.32, -0.10, -0.31, -0.06, -0.06, -0.28, -0.05, -0.06, -0.26, 1.12, -0.55, -0.13, -0.12, -0.55, -0.13, -0.11, 0.07, 0.06, 0.07, 0.05, 0.07, 0.08, 0.06, 0.09, 0.06, 0.09, 0.06, 0.08, 0.07, 0.06, 0.11, 0.07, 0.07, 0.08, 0.11, 0.10, 0.11, 0.11, 0.07, 0.08, 0.08, 0.08, 0.09, 0.08, 0.06, 0.08, 0.06, 0.08, 0.06, 0.07, 0.08, 0.07, 0.06, 0.08, 0.06, 0.06, -0.04, -0.09, -0.23, 0.00, -0.09, -0.06, -0.18, -0.08, -0.11, 0.11, -0.43, -0.17, -0.15, -0.03, -0.08, -0.09, -0.08, -0.04, -0.26, -0.21, 0.09, 0.10, 0.07, 0.12, 0.10, 0.11, 0.13, 0.11, 0.10, 0.10, 0.10, 0.12, -0.13, 0.61, -0.15, -0.14, -0.38, 0.07, 0.06, 0.05, 0.06, 0.06, 0.05, 0.07, 0.05, 0.06],
  "relative_energy_kj_mol": 114.4,
  "homo_ha": [-0.2248, -0.2477],
  "molar_mass_g_mol": 836.8,
  "multiplicity": 2
}

---

{
  "formula": "C5H16N2O",
  "method": "the ωB97M-V functional and the def2-TZVPD basis",
  "species": ["C", "N", "C", "C", "C", "N", "C", "H", "H", "H", "H", "H", "H", "H", "H", "H", "H", "H", "H", "H", "H", "H", "H", "O"],
  "xyz": [[-0.6199, -0.2630, -1.5466], [-1.0501, 0.5957, -0.4085], [-0.1650, -1.0322, 1.2908], [-0.2588, 0.4237, 0.7716], [1.1054, 1.0341, 0.3660], [1.9797, 0.1102, -0.1990], [3.2189, 0.7998, -0.5731], [0.4913, -0.2471, -1.4239], [-1.1520, -1.2140, -1.5473], [-0.9277, 0.1941, -2.4895], [-2.0533, 0.1469, -0.2275], [-0.2450, -1.1780, 2.3764], [0.7095, -1.4892, 0.8325], [-1.0340, -1.5048, 0.8493], [-0.7120, 1.0566, 1.5571], [-2.8706, -2.9199, -0.2308], [1.4903, 1.5585, 1.2531], [0.8374, 1.8178, -0.4157], [3.8844, 0.2157, -1.2071], [3.8050, 0.9652, 0.3512], [3.0431, 1.7813, -1.0328], [-2.8761, -3.4349, 0.3173], [-3.8799, -0.2599, 0.5849], [-3.0581, -0.7256, 0.3871]],
  "nbo_charge": [-0.45, -0.47, -0.66, -0.06, -0.33, -0.20, -0.48, 0.22, 0.24, 0.20, 0.45, 0.22, 0.22, 0.27, 0.22, 0.02, 0.29, 0.25, 0.22, 0.23, 0.20, -0.03, 0.45, -1.03],
  "relative_energy_kj_mol": 790.0,
  "homo_ha": -0.2929,
  "molar_mass_g_mol": 120.2
}

---

{
  "formula": "C2H4N6",
  "method": "the ωB97M-V functional and the def2-TZVPD basis",
  "species": ["C", "C", "H", "H", "H", "H", "N", "N", "N", "N", "N", "N"],
  "xyz": [[-0.1858, 0.3324, -0.2695], [-0.5974, -1.5101, -1.5527], [-0.5865, 1.7410, 1.8979], [0.8787, 3.7037, 0.6071], [-0.8661, -2.0907, -2.4912], [1.1777, -0.3961, 1.5071], [0.7922, 1.9342, 1.1422], [0.3059, 1.5154, -0.0596], [-0.6043, -0.1105, -1.4830], [-0.5469, -2.4262, -0.5693], [-0.0608, -1.9730, 0.5956], [0.2933, -0.7201, 0.6753]],
  "nbo_charge": [0.45, 0.24, 0.26, 0.24, 0.21, 0.48, -0.50, -0.36, -0.41, -0.30, 0.09, -0.39],
  "relative_energy_kj_mol": 971.1,
  "homo_ha": -0.3040,
  "molar_mass_g_mol": 112.1
}